# 1
C4H12NO3P | ωB97M-V/def2-TZVPD

Geometry as XYZ:
```
21
Properties=species:S:1:pos:R:3:nbo_charge:R:1
C -2.703 -2.434 -0.350 -0.414
C -1.010 0.859 1.915 -0.250
C 3.056 0.138 -0.295 -0.242
C 0.355 1.616 -1.656 0.356
N -1.809 -1.398 0.175 -1.034
O -0.072 0.128 1.130 -0.861
O 2.360 1.391 -0.165 -0.741
O 0.002 0.448 -1.686 -0.573
P -0.281 -1.123 0.072 1.404
H -2.220 -3.478 -0.230 0.179
H -2.890 -2.242 -1.386 0.193
H -3.711 -2.417 0.139 0.193
H -1.995 0.782 1.422 0.206
H -0.603 1.909 1.800 0.167
H -1.116 0.653 2.939 0.185
H 2.943 -0.049 -1.385 0.178
H 2.591 -0.663 0.180 0.178
H 4.040 0.108 -0.079 0.167
H -0.112 2.289 -1.075 0.108
H 1.117 1.952 -2.212 0.119
H 2.058 1.530 0.747 0.482
```

gap between HOMO and LUMO = 8.94 eV
calculated total energy = -781.3272 hartree
largest force on an atom = 4.67 eV/Å
lowest unoccupied orbital energy = 0.0201 Eh
structure (SMILES) = C/N=P/OC.C=O.CO
energy above the lowest of the compared OMol25 structures with the same formula, charge and spin = 375.4 kJ/mol
2S+1 = 1


# 2
C4H12NO3P | ωB97M-V/def2-TZVPD

Geometry as XYZ:
```
21
Properties=species:S:1:pos:R:3:nbo_charge:R:1
C 1.329 -2.748 1.103 -0.439
C 1.365 -0.705 0.156 0.093
C -0.119 2.516 -2.108 -0.250
C -2.259 1.022 1.332 -0.253
N 1.870 -1.967 -0.014 -0.625
O -0.099 -0.459 0.105 -0.905
O 0.113 1.538 -1.131 -0.842
O -2.182 0.857 -0.069 -0.841
P -0.971 0.257 -1.011 1.613
H 2.191 -3.245 1.675 0.199
H 0.907 -3.745 0.723 0.197
H 0.593 -2.224 1.641 0.207
H 1.528 -0.413 1.177 0.182
H 1.798 0.030 -0.674 0.197
H 1.654 -2.394 -0.952 0.373
H -1.237 2.804 -1.969 0.172
H 0.102 2.083 -3.029 0.174
H 0.504 3.400 -1.927 0.190
H -1.805 2.088 1.647 0.178
H -1.952 0.120 1.843 0.193
H -3.330 1.186 1.484 0.187
```

gap between HOMO and LUMO = 9.99 eV
calculated total energy = -781.4056 hartree
largest force on an atom = 5.49 eV/Å
lowest unoccupied orbital energy = 0.0367 Eh
structure (SMILES) = CNCOP(OC)OC
energy above the lowest of the compared OMol25 structures with the same formula, charge and spin = 169.6 kJ/mol
2S+1 = 1


# 3
C4H12NO5P2 | ωB97M-V/def2-TZVPD

Geometry as XYZ:
```
24
Properties=species:S:1:pos:R:3:lowdin_spin:R:1
C -0.291 0.832 2.558 0.305
C -1.072 1.177 1.319 0.172
C -0.297 1.529 3.697 0.307
C -0.099 0.914 0.202 0.616
N 1.792 -3.886 0.192 0.001
O 0.107 0.172 -2.433 0.017
O -1.038 2.411 -2.315 0.037
O -2.344 0.505 -1.601 0.028
O 1.097 1.708 0.251 0.129
O 0.905 -1.591 -3.977 0.002
P 0.285 -1.429 -2.685 0.005
P -1.015 1.070 -1.348 0.091
H -0.881 -2.079 -2.519 0.000
H 0.509 0.014 2.476 0.018
H -2.163 0.688 1.098 0.045
H -1.344 2.324 1.291 0.081
H 0.182 1.204 4.568 0.041
H -0.722 2.500 3.663 0.075
H 2.144 -3.407 -0.669 0.000
H 1.725 -3.063 0.822 0.001
H 0.936 -4.378 -0.054 0.000
H 0.851 2.619 0.156 0.028
H -0.359 2.292 -2.967 0.001
H 1.093 -2.124 -1.726 0.001
```

gap between HOMO and LUMO (spin up / spin down) = 2.49 / 5.64 eV
total charge = -1
calculated total energy = -1273.1874 hartree
largest force on an atom = 5.06 eV/Å
lowest unoccupied orbital energy (spin up / spin down) = 0.1094 / 0.0479 Eh
<S²> = 2.01
2S+1 = 3


# 4
C4H12NOPS | ωB97M-V/def2-TZVPD

Geometry as XYZ:
```
20
Properties=species:S:1:pos:R:3:nbo_charge:R:1
C 2.006 0.021 -0.948 -0.420
C 1.544 1.737 0.699 -0.414
C 0.389 -2.008 0.733 -0.976
C -2.870 0.551 -0.528 -0.225
N 1.315 0.384 0.329 -0.764
O -3.682 -0.176 0.411 -0.729
P -0.196 -0.263 0.798 0.940
S -1.429 -0.452 -1.002 -0.164
H 2.231 0.905 -1.433 0.195
H 2.952 -0.554 -0.638 0.199
H 1.479 -0.692 -1.720 0.213
H 2.536 2.027 0.674 0.195
H 1.177 2.491 0.066 0.172
H 1.235 2.002 1.783 0.210
H 1.066 -2.271 1.618 0.241
H -0.586 -2.576 0.774 0.235
H 0.992 -2.259 -0.149 0.227
H -2.833 1.571 -0.027 0.219
H -3.803 -1.037 0.087 0.462
H -3.523 0.599 -1.527 0.185
```

gap between HOMO and LUMO = 9.50 eV
calculated total energy = -1029.0925 hartree
largest force on an atom = 3.94 eV/Å
lowest unoccupied orbital energy = 0.0277 Eh
structure (SMILES) = CN(C)P(C)SCO
energy above the lowest of the compared OMol25 structures with the same formula, charge and spin = 188.5 kJ/mol
2S+1 = 1


# 5
C4H12NOS | ωB97M-V/def2-TZVPD

Geometry as XYZ:
```
19
Properties=species:S:1:pos:R:3:nbo_charge:R:1
C -0.808 1.563 -0.213 -0.429
C -0.446 1.784 1.251 -0.527
S -1.070 3.321 1.974 -0.709
C -0.085 0.393 -0.891 -0.206
N -0.071 -0.861 -0.145 -0.671
C 0.847 -1.183 0.948 -0.411
H -1.898 1.442 -0.303 0.182
H -0.683 2.451 -0.811 0.207
H 0.641 1.762 1.314 0.164
H -0.810 0.909 1.785 0.157
H -0.597 0.223 -1.844 0.179
H 0.955 0.652 -1.103 0.183
H -1.018 -1.050 0.162 0.356
H 1.819 -0.747 0.718 0.197
H 0.946 -2.263 1.042 0.188
H 0.499 -0.727 1.875 0.194
H 0.480 -2.120 -1.289 0.490
H 0.274 -2.909 -2.512 0.445
O 1.024 -2.638 -1.959 -0.989
```

gap between HOMO and LUMO = 5.75 eV
total charge = -1
calculated total energy = -687.8005 hartree
largest force on an atom = 1.57 eV/Å
lowest unoccupied orbital energy = 0.1230 Eh
energy above the lowest of the compared OMol25 structures with the same formula, charge and spin = 72.4 kJ/mol
2S+1 = 1


# 6
C4H12NOS | ωB97M-V/def2-TZVPD

Geometry as XYZ:
```
19
Properties=species:S:1:pos:R:3:nbo_charge:R:1
C -0.769 0.025 2.317 -0.426
N 0.358 0.186 1.396 -0.649
C 0.085 0.230 -0.079 -0.073
C -0.242 -1.178 -0.576 -0.540
S 1.219 -2.244 -0.811 -0.723
C -1.106 1.170 -0.337 -0.624
H -0.268 -0.022 3.279 0.196
H -1.380 -0.820 2.015 0.163
H -1.408 0.897 2.198 0.175
H 0.911 -0.653 1.468 0.367
H 1.004 0.638 -0.479 0.221
H -0.797 -1.070 -1.509 0.171
H -0.980 -1.674 0.063 0.175
H -0.804 2.172 -0.024 0.200
H -1.317 1.128 -1.408 0.204
H -2.004 0.879 0.201 0.189
H 2.542 -0.392 -1.970 0.504
H 2.375 0.251 -3.331 0.453
O 2.580 0.478 -2.413 -0.985
```

gap between HOMO and LUMO = 6.70 eV
total charge = -1
calculated total energy = -687.8094 hartree
largest force on an atom = 2.39 eV/Å
lowest unoccupied orbital energy = 0.1437 Eh
energy above the lowest of the compared OMol25 structures with the same formula, charge and spin = 49.0 kJ/mol
2S+1 = 1


# 7
C4H12NOS | ωB97M-V/def2-TZVPD

Geometry as XYZ:
```
19
Properties=species:S:1:pos:R:3:nbo_charge:R:1
C -0.997 -0.234 1.000 -0.212
N 0.162 -0.341 0.102 -0.650
C 1.303 0.552 0.421 -0.241
C 2.381 0.499 -0.653 -0.540
S 3.247 2.116 -0.743 -0.737
C -1.908 -1.451 0.856 -0.616
H -1.568 0.647 0.700 0.175
H -0.633 -0.190 2.036 0.159
H 0.431 -1.324 0.157 0.335
H 0.844 1.538 0.397 0.196
H 1.774 0.310 1.383 0.162
H 3.128 -0.288 -0.555 0.178
H 1.937 0.390 -1.642 0.191
H -1.456 -2.307 1.364 0.192
H -1.991 -1.687 -0.205 0.206
H -2.850 -1.240 1.359 0.205
H -1.495 0.374 -2.339 0.459
H -0.944 1.326 -1.376 0.481
O -1.365 1.310 -2.260 -0.942
```

gap between HOMO and LUMO = 5.47 eV
total charge = -1
calculated total energy = -687.7952 hartree
largest force on an atom = 1.31 eV/Å
lowest unoccupied orbital energy = 0.1196 Eh
energy above the lowest of the compared OMol25 structures with the same formula, charge and spin = 86.3 kJ/mol
2S+1 = 1


# 8
C4H12NOS | ωB97M-V/def2-TZVPD

Geometry as XYZ:
```
19
Properties=species:S:1:pos:R:3:nbo_charge:R:1
C -1.092 1.004 0.786 -0.443
C -2.195 -0.015 0.520 -0.530
S -3.797 0.749 1.099 -0.730
C 0.155 0.684 -0.017 -0.216
N 0.812 -0.634 0.196 -0.662
C 0.509 -1.645 -0.855 -0.436
H -0.731 0.868 1.818 0.187
H -1.438 2.031 0.715 0.238
H -2.271 -0.234 -0.551 0.170
H -2.050 -0.991 1.006 0.173
H 0.930 1.475 0.130 0.165
H 0.021 0.778 -1.138 0.160
H 0.197 -0.972 0.935 0.356
H 0.682 -1.232 -1.851 0.185
H 0.919 -2.658 -0.716 0.195
H -0.590 -1.640 -0.801 0.196
H 2.961 0.106 -0.329 0.494
H 3.285 1.582 -0.599 0.463
O 3.690 0.744 -0.347 -0.963
```

gap between HOMO and LUMO = 5.96 eV
total charge = -1
calculated total energy = -687.7803 hartree
largest force on an atom = 3.51 eV/Å
lowest unoccupied orbital energy = 0.1261 Eh
energy above the lowest of the compared OMol25 structures with the same formula, charge and spin = 125.5 kJ/mol
2S+1 = 1


| no. | molecular weight (g mol⁻¹) |
| --- | --- |
| 1 | 153.1 |
| 2 | 153.1 |
| 3 | 216.1 |
| 4 | 153.2 |
| 5 | 122.2 |
| 6 | 122.2 |
| 7 | 122.2 |
| 8 | 122.2 |